{"formula": "C30H32Br2N3O5S2Ta", "method": "wB97M-V/def2-TZVPD", "e_homo_ev": -13.1675, "relative_energy_ev": 0.090, "homo_lumo_gap_ev": 5.88, "lumo_energy_ev": -7.29, "charge": 2, "largest_force_ev_per_a": 2.25, "species": ["Ta", "C", "C", "C", "C", "C", "C", "C", "Br", "C", "O", "C", "C", "C", "C", "C", "C", "H", "H", "H", "H", "H", "H", "H", "H", "H", "H", "H", "H", "H", "H", "H", "H", "H", "H", "H", "H", "Br", "C", "C", "C", "C", "C", "N", "C", "O", "O", "H", "H", "H", "O", "C", "C", "C", "C", "C", "C", "C", "O", "N", "N", "C", "S", "C", "C", "S", "H", "H", "H", "H", "H", "H", "H", "H", "H"], "positions_angstrom": [[0.793, -0.368, 1.459], [-3.868, 2.807, -4.391], [-3.003, 3.466, -3.317], [-3.881, 4.408, -2.480], [-1.889, 4.282, -4.003], [-2.374, 2.437, -2.380], [-1.404, 2.871, -1.470], [-0.869, 1.934, -0.636], [0.521, 2.381, 0.619], [-1.226, 0.596, -0.649], [-0.532, -0.191, 0.238], [-2.183, 0.124, -1.527], [-2.732, 1.088, -2.379], [-2.602, -1.351, -1.539], [-3.100, -1.749, -0.139], [-3.736, -1.616, -2.535], [-1.407, -2.229, -1.937], [-4.291, 3.584, -5.028], [-4.706, 2.250, -3.965], [-3.285, 2.136, -5.028], [-4.273, 5.208, -3.113], [-3.314, 4.872, -1.668], [-4.729, 3.873, -2.044], [-2.297, 4.814, -4.863], [-1.083, 3.637, -4.364], [-1.460, 5.031, -3.334], [-1.092, 3.907, -1.424], [-3.481, 0.763, -3.083], [-3.976, -1.162, 0.143], [-2.336, -1.612, 0.633], [-3.384, -2.803, -0.142], [-4.625, -1.023, -2.311], [-4.020, -2.668, -2.475], [-3.432, -1.419, -3.567], [-0.569, -2.147, -1.242], [-1.049, -1.966, -2.936], [-1.713, -3.277, -1.958], [-0.922, 1.061, 3.802], [-1.193, -0.800, 3.918], [-1.990, -1.451, 4.827], [-2.070, -2.837, 4.711], [-1.370, -3.512, 3.716], [-0.588, -2.767, 2.869], [-0.510, -1.434, 2.979], [0.250, -3.299, 1.746], [0.231, -4.419, 1.372], [1.017, -2.297, 1.227], [-2.525, -0.908, 5.593], [-2.687, -3.390, 5.408], [-1.417, -4.586, 3.594], [3.074, 0.084, 5.244], [4.263, -0.311, 4.722], [5.272, -0.544, 5.650], [6.519, -0.945, 5.228], [6.795, -1.124, 3.868], [5.805, -0.902, 2.947], [4.520, -0.493, 3.351], [3.502, -0.302, 2.331], [2.200, -0.024, 2.705], [3.733, -0.426, 1.076], [2.573, -0.263, 0.285], [2.844, -0.254, -1.006], [1.600, -0.158, -2.186], [2.733, 0.263, -3.541], [4.021, -0.492, -3.295], [4.463, -0.331, -1.542], [2.452, 0.295, 4.540], [5.048, -0.396, 6.699], [7.295, -1.121, 5.963], [7.778, -1.439, 3.548], [5.994, -1.044, 1.891], [2.879, 1.342, -3.536], [2.253, -0.038, -4.470], [4.841, -0.073, -3.876], [3.926, -1.553, -3.522]], "atomic_forces_ev_per_a": [[0.358, -1.983, 0.720], [-0.015, -0.015, -0.040], [0.028, -0.006, 0.000], [-0.047, 0.037, 0.006], [-0.005, -0.032, 0.010], [-0.050, -0.029, -0.049], [-0.064, 0.115, -0.010], [0.346, 0.114, 0.288], [0.025, 0.188, -0.029], [0.216, 0.068, 0.326], [-1.533, 0.353, -1.604], [-0.241, -0.162, -0.132], [0.002, 0.030, -0.039], [0.015, 0.048, 0.016], [-0.030, -0.012, 0.058], [0.034, 0.043, 0.005], [0.041, -0.023, -0.019], [0.007, -0.031, -0.007], [0.038, 0.029, -0.010], [-0.026, 0.017, 0.021], [0.018, -0.058, 0.042], [-0.039, -0.013, -0.060], [0.052, 0.028, -0.013], [-0.005, 0.018, 0.068], [-0.059, 0.019, -0.021], [0.012, -0.068, -0.021], [-0.023, -0.078, -0.021], [-0.014, -0.012, -0.015], [0.012, -0.016, -0.001], [-0.090, -0.036, -0.105], [-0.013, 0.021, 0.002], [0.022, -0.003, -0.003], [0.015, 0.029, -0.007], [-0.010, 0.008, 0.079], [-0.047, -0.004, -0.020], [-0.011, -0.020, 0.035], [0.004, 0.038, -0.008], [0.053, 0.062, -0.027], [0.116, 0.101, -0.179], [-0.117, -0.125, 0.133], [-0.082, 0.035, 0.108], [-0.049, -0.117, 0.017], [0.035, 0.285, 0.071], [0.318, 0.065, -0.298], [-0.003, 0.245, 0.046], [0.150, -0.095, -0.145], [-0.057, 0.394, -0.061], [0.004, -0.020, -0.023], [0.012, 0.006, -0.015], [-0.005, 0.041, 0.028], [0.044, -0.007, -0.056], [-0.193, 0.069, 0.054], [0.094, -0.026, 0.049], [0.075, -0.017, -0.002], [0.049, -0.012, 0.060], [-0.001, -0.008, -0.096], [-0.320, 0.145, 0.113], [-0.036, -0.032, 0.019], [0.938, 0.477, 0.551], [-0.115, 0.031, -0.366], [0.058, -0.090, 0.691], [0.060, -0.026, 0.105], [-0.078, -0.015, -0.004], [0.010, 0.003, 0.007], [0.042, 0.042, -0.059], [0.057, 0.017, -0.022], [0.064, -0.022, -0.002], [0.003, -0.006, -0.060], [-0.029, 0.006, -0.042], [-0.026, 0.010, 0.005], [-0.007, 0.002, 0.037], [0.023, 0.006, -0.023], [0.006, -0.002, -0.017], [0.004, -0.015, -0.018], [-0.017, -0.013, -0.024]]}